1.
The following is a DFT calculation (the ωB97M-V functional and the def2-TZVPD basis) of a structure of composition C41H60AlF3O23S in a non-equilibrium geometry.

Element x y z (Å)
Al  2.043  3.296  -4.193
C  0.614  -0.992  -1.448
F  -0.156  -0.900  -2.517
F  -0.101  -1.584  -0.502
F  1.673  -1.755  -1.689
S  1.182  0.718  -0.739
O  0.239  1.084  0.391
O  2.530  0.470  -0.252
O  1.208  1.711  -1.864
O  -3.110  5.060  4.521
C  -2.205  4.248  4.373
O  -1.250  4.458  3.459
C  -0.307  3.385  3.384
C  -0.440  2.737  4.779
C  -1.900  3.005  5.177
H  0.650  3.843  3.130
H  -0.468  2.715  2.540
H  0.273  3.139  5.499
H  -0.325  1.667  4.608
H  -2.061  3.162  6.243
H  -2.558  2.231  4.783
O  2.567  4.361  -1.410
C  3.197  4.157  -0.385
O  2.747  4.577  0.861
C  3.661  4.221  1.885
C  4.916  3.827  1.177
C  4.469  3.410  -0.162
H  3.249  3.404  2.478
H  3.962  4.988  2.598
H  5.536  3.111  1.718
H  5.559  4.678  0.953
H  4.224  2.366  0.034
H  5.109  3.571  -1.029
O  1.244  -1.478  3.016
C  1.884  -0.552  3.535
O  2.019  -0.471  4.863
C  2.792  0.684  5.196
C  3.695  0.855  4.021
C  2.842  0.472  2.840
H  3.322  0.598  6.144
H  2.161  1.546  5.411
H  4.549  0.185  4.117
H  3.993  1.900  3.932
H  3.367  -0.077  2.058
H  2.328  1.338  2.424
O  0.984  -7.086  -0.677
C  0.766  -6.310  0.277
O  0.638  -5.034  0.079
C  0.158  -4.348  1.289
C  0.402  -5.315  2.397
C  0.618  -6.679  1.713
H  -0.886  -4.039  1.238
H  0.817  -3.490  1.426
H  -0.437  -5.400  3.087
H  1.256  -5.064  3.027
H  -0.242  -7.348  1.691
H  1.512  -7.199  2.057
O  -4.574  -5.551  -1.723
C  -3.551  -5.253  -2.243
O  -3.201  -5.637  -3.510
C  -2.119  -4.890  -4.075
C  -1.365  -4.490  -2.843
C  -2.448  -4.265  -1.764
H  -2.503  -4.055  -4.661
H  -1.481  -5.445  -4.762
H  -0.800  -3.576  -3.026
H  -0.605  -5.238  -2.617
H  -2.860  -3.260  -1.674
H  -2.020  -4.594  -0.816
O  -5.098  2.140  -4.984
C  -4.392  1.882  -4.015
O  -4.160  0.626  -3.597
C  -3.153  0.540  -2.608
C  -2.778  1.937  -2.258
C  -3.612  2.858  -3.110
H  -2.279  0.077  -3.066
H  -3.440  -0.019  -1.717
H  -1.704  2.083  -2.369
H  -2.858  2.186  -1.200
H  -3.114  3.480  -3.854
H  -4.289  3.439  -2.484
O  -4.859  -1.348  0.057
C  -4.295  -0.991  1.085
O  -4.940  -0.520  2.162
C  -4.051  0.347  2.876
C  -2.784  0.457  2.048
C  -2.787  -0.880  1.251
H  -3.825  -0.121  3.834
H  -4.493  1.318  3.099
H  -1.866  0.475  2.635
H  -2.797  1.367  1.449
H  -2.359  -1.699  1.829
H  -2.198  -0.937  0.335
O  -0.110  4.141  -2.450
C  -0.803  4.685  -1.591
O  -1.960  5.342  -1.828
C  -2.744  5.638  -0.675
C  -1.994  4.869  0.377
C  -0.575  4.757  -0.128
H  -3.707  5.148  -0.814
H  -2.740  6.713  -0.492
H  -2.396  3.866  0.513
H  -2.045  5.355  1.351
H  -0.099  3.853  0.254
H  0.045  5.583  0.220
O  5.532  -4.368  -1.502
C  5.113  -3.704  -0.572
O  5.664  -2.521  -0.305
C  4.958  -1.881  0.774
C  4.298  -3.091  1.502
C  4.014  -4.050  0.361
H  4.392  -1.069  0.316
H  5.673  -1.418  1.454
H  3.306  -2.943  1.929
H  5.000  -3.629  2.139
H  3.020  -3.908  -0.062
H  4.074  -5.031  0.832
O  0.005  1.423  -4.894
C  -0.565  0.392  -5.305
O  -1.794  0.340  -5.743
C  -2.065  -1.011  -6.198
C  -0.929  -1.850  -5.701
C  0.197  -0.882  -5.601
H  -2.073  -0.870  -7.279
H  -3.037  -1.419  -5.922
H  -0.785  -2.717  -6.345
H  -1.268  -2.078  -4.690
H  0.869  -0.874  -6.459
H  0.675  -1.289  -4.710

Atoms 1-3, force components in eV/Å:
-0.722 -0.228 0.761
0.375 0.586 1.140
0.128 0.264 -0.427

The max |F| comes out at 4.4 eV Å⁻¹. The total energy is -4268.218170 a.u. For the LUMO energy, the calculation gives -12.64 eV. The HOMO-LUMO gap is 0.058 hartree. The multiplicity is 1. The charge is +2.

Results of the Löwdin charge analysis, in e, for atoms 1 through 5: 1.1112 -0.6365 0.1439 0.1261 0.1579



2.
The following is a DFT calculation (the ωB97M-V functional and the def2-TZVPD basis) of a cluster of 11 separate species, C41H60F3O23S in total in a non-equilibrium geometry.

Element x y z (Å)
C  -0.772  0.700  1.215
F  0.116  1.111  2.128
F  -0.994  -0.624  1.448
F  -1.934  1.322  1.413
S  -0.105  0.908  -0.489
O  0.977  -0.056  -0.536
O  -1.204  0.666  -1.392
O  0.358  2.280  -0.465
O  -2.650  -4.260  -2.078
C  -3.299  -3.359  -1.620
O  -2.772  -2.526  -0.701
C  -3.720  -1.535  -0.284
C  -5.073  -2.097  -0.708
C  -4.738  -2.952  -1.919
H  -3.502  -0.576  -0.756
H  -3.656  -1.353  0.789
H  -5.708  -1.248  -0.988
H  -5.624  -2.640  0.056
H  -4.610  -2.420  -2.866
H  -5.360  -3.829  -2.059
O  -4.597  -5.411  0.904
C  -3.523  -5.060  1.298
O  -3.333  -3.833  1.830
C  -1.983  -3.655  2.289
C  -1.218  -4.966  2.000
C  -2.280  -5.913  1.425
H  -2.050  -3.451  3.359
H  -1.525  -2.820  1.767
H  -0.741  -5.398  2.878
H  -0.433  -4.726  1.285
H  -2.549  -6.728  2.090
H  -1.986  -6.242  0.432
O  0.011  -4.587  -5.625
C  0.223  -4.026  -4.594
O  0.901  -4.647  -3.584
C  0.895  -3.826  -2.394
C  0.681  -2.412  -2.902
C  -0.153  -2.632  -4.169
H  1.842  -3.945  -1.873
H  0.067  -4.165  -1.767
H  1.649  -1.961  -3.139
H  0.221  -1.742  -2.179
H  0.032  -1.870  -4.925
H  -1.222  -2.548  -3.961
O  0.074  6.165  0.622
C  1.003  5.437  0.458
O  1.649  4.839  1.490
C  2.677  3.964  1.034
C  2.912  4.295  -0.448
C  1.637  5.006  -0.852
H  2.382  2.923  1.176
H  3.583  4.124  1.620
H  3.134  3.404  -1.033
H  3.771  4.961  -0.560
H  0.922  4.359  -1.363
H  1.698  5.876  -1.508
O  0.774  5.607  6.612
C  1.391  4.806  5.973
O  0.926  3.583  5.676
C  1.777  2.937  4.698
C  3.136  3.580  4.911
C  2.754  5.007  5.306
H  1.336  3.053  3.702
H  1.736  1.863  4.841
H  3.704  3.541  3.979
H  3.700  3.035  5.665
H  2.555  5.613  4.422
H  3.489  5.438  5.978
O  -0.593  0.332  -6.273
C  -0.151  1.168  -5.538
O  -0.433  2.482  -5.722
C  0.166  3.311  -4.713
C  1.006  2.389  -3.838
C  0.782  0.974  -4.362
H  -0.613  3.829  -4.155
H  0.757  4.085  -5.207
H  0.601  2.474  -2.831
H  2.070  2.604  -3.755
H  0.299  0.340  -3.610
H  1.655  0.372  -4.611
O  0.329  0.448  6.458
C  -0.685  0.207  5.877
O  -1.828  0.899  6.133
C  -2.946  0.304  5.457
C  -2.500  -1.106  5.106
C  -1.008  -0.879  4.876
H  -3.142  0.878  4.545
H  -3.830  0.357  6.087
H  -3.007  -1.482  4.214
H  -2.709  -1.860  5.868
H  -0.884  -0.427  3.885
H  -0.401  -1.777  4.851
O  6.963  1.792  -3.116
C  6.016  1.279  -2.598
O  4.794  1.291  -3.179
C  3.813  0.639  -2.362
C  4.490  0.217  -1.053
C  5.985  0.418  -1.350
H  3.463  -0.240  -2.906
H  2.948  1.271  -2.170
H  4.274  -0.820  -0.816
H  4.185  0.874  -0.240
H  6.457  -0.517  -1.660
H  6.519  0.834  -0.504
O  -4.996  -0.983  -6.043
C  -4.474  -0.167  -5.346
O  -4.134  -0.423  -4.057
C  -3.410  0.694  -3.496
C  -3.842  1.885  -4.330
C  -4.057  1.245  -5.710
H  -2.344  0.475  -3.529
H  -3.713  0.797  -2.457
H  -3.143  2.721  -4.281
H  -4.784  2.295  -3.957
H  -3.147  1.246  -6.309
H  -4.843  1.770  -6.246
O  3.216  0.389  3.787
C  2.777  -0.695  3.535
O  2.510  -1.623  4.483
C  2.095  -2.845  3.862
C  1.623  -2.466  2.453
C  2.486  -1.235  2.140
H  1.326  -3.342  4.449
H  2.942  -3.533  3.769
H  0.565  -2.208  2.478
H  1.787  -3.298  1.770
H  1.934  -0.494  1.574
H  3.405  -1.527  1.635

Atoms 1-3, force components in eV/Å:
-0.174 -0.648 -0.278
-0.147 0.087 0.035
-0.022 0.258 0.052

The max |F| comes out at 1.6 eV Å⁻¹. The total energy is -4026.885711 a.u. For the LUMO energy, the calculation gives 1.75 eV. The calculation puts the relative energy (zero: lowest compared OMol25 entry of this formula, charge and spin) at 0.0 kJ/mol. The HOMO-LUMO gap is 0.356 hartree. The multiplicity is 1. The charge is -1.

Results of the Löwdin charge analysis, in e, for atoms 1 through 5: -0.6365 0.1251 0.0743 0.1424 0.4626



3.
The following is a DFT calculation (the ωB97M-V functional and the def2-TZVPD basis) of a structure of composition C41H61Cl3N3OP2PtSi.

Element x y z (Å)
Pt  -0.190  0.741  -0.105
C  -0.851  2.200  3.006
Si  -0.164  0.649  2.211
C  1.628  0.414  2.742
C  1.967  0.159  4.070
C  3.291  0.053  4.465
C  4.305  0.215  3.531
C  3.993  0.479  2.209
C  2.660  0.573  1.807
P  2.149  0.946  0.103
C  3.125  0.020  -1.157
C  2.502  -1.329  -1.510
C  3.207  -1.960  -2.707
C  4.703  -2.115  -2.470
C  5.325  -0.783  -2.067
C  4.616  -0.196  -0.848
C  2.373  2.728  -0.388
C  3.800  3.278  -0.548
C  4.449  3.703  0.766
C  3.561  4.679  1.532
C  2.171  4.090  1.759
C  1.525  3.710  0.428
C  -1.242  -0.761  2.807
C  -1.483  -1.004  4.161
C  -2.322  -2.029  4.563
C  -2.944  -2.825  3.610
C  -2.730  -2.590  2.264
C  -1.881  -1.559  1.854
P  -1.590  -1.148  0.103
C  -3.195  -0.643  -0.637
C  -3.021  -0.339  -2.147
C  -4.352  -0.459  -2.894
C  -5.482  0.087  -2.032
C  -5.694  -0.810  -0.804
C  -4.410  -1.547  -0.381
C  -0.809  -2.519  -0.834
C  -1.685  -3.530  -1.593
C  -2.160  -4.722  -0.775
C  -0.986  -5.409  -0.083
C  -0.206  -4.429  0.788
C  0.283  -3.224  -0.012
H  -0.739  2.116  4.091
H  -1.913  2.295  2.779
H  -0.343  3.110  2.695
H  1.191  0.032  4.814
H  3.534  -0.157  5.498
H  5.341  0.136  3.833
H  4.796  0.618  1.502
H  3.040  0.680  -2.034
H  1.448  -1.214  -1.747
H  2.585  -1.985  -0.637
H  3.027  -1.332  -3.586
H  2.737  -2.917  -2.936
H  5.191  -2.509  -3.362
H  4.873  -2.844  -1.670
H  5.258  -0.076  -2.901
H  6.386  -0.904  -1.841
H  5.114  0.722  -0.536
H  4.700  -0.907  -0.022
H  1.939  2.673  -1.395
H  3.709  4.164  -1.188
H  4.431  2.584  -1.100
H  5.417  4.158  0.553
H  4.646  2.832  1.395
H  3.467  5.609  0.961
H  4.022  4.941  2.485
H  1.535  4.808  2.281
H  2.248  3.212  2.408
H  1.412  4.616  -0.177
H  0.513  3.318  0.572
H  -1.024  -0.380  4.918
H  -2.497  -2.206  5.616
H  -3.600  -3.628  3.917
H  -3.217  -3.224  1.542
H  -3.397  0.300  -0.121
H  -2.276  -0.987  -2.616
H  -2.648  0.683  -2.245
H  -4.550  -1.504  -3.150
H  -4.280  0.078  -3.841
H  -6.409  0.174  -2.599
H  -5.219  1.103  -1.716
H  -6.464  -1.554  -1.016
H  -6.064  -0.214  0.034
H  -4.312  -2.480  -0.934
H  -4.493  -1.805  0.672
H  -0.320  -1.946  -1.629
H  -1.045  -3.894  -2.402
H  -2.509  -3.032  -2.099
H  -2.673  -5.423  -1.436
H  -2.900  -4.418  -0.031
H  -0.321  -5.822  -0.848
H  -1.335  -6.252  0.516
H  0.660  -4.927  1.229
H  -0.829  -4.106  1.626
H  1.031  -3.570  -0.732
H  0.794  -2.511  0.644
C  -4.282  3.565  0.897
N  -3.460  3.890  -0.256
C  -2.400  3.146  -0.623
N  -1.669  3.582  -1.679
O  -2.102  2.111  0.003
H  -5.321  3.802  0.681
H  -3.966  4.115  1.785
H  -4.197  2.500  1.096
H  -3.614  4.769  -0.719
H  -2.030  4.286  -2.298
H  -0.985  2.939  -2.050
Cl  -1.432  0.819  -5.603
C  0.032  0.617  -4.756
Cl  -0.087  -1.829  -4.042
Cl  1.507  0.691  -5.601
C  0.039  0.870  -3.396
N  0.060  1.104  -2.260

Atoms 1-3, force components in eV/Å:
0.351 0.294 0.039
0.029 -0.072 -0.006
-0.034 0.051 0.123

The max |F| comes out at 0.5 eV Å⁻¹. The total energy is -4310.434004 a.u. For the LUMO energy (alpha / beta), the calculation gives -2.34 / -4.47 eV. The calculation puts the relative energy (zero: lowest compared OMol25 entry of this formula, charge and spin) at 0.0 kJ/mol. The HOMO-LUMO gap (alpha / beta) is 0.271 / 0.232 hartree. The multiplicity is 3. The charge is +1.

Results of the Löwdin charge analysis, in e, for atoms 1 through 5: 0.8082 -0.1598 0.4959 -0.2824 -0.0715



4.
The following is a DFT calculation (the ωB97M-V functional and the def2-TZVPD basis) of a structure of composition C41H62BrCaF3N6O7Si2 in a non-equilibrium geometry.

Element x y z (Å)
Ca  -1.001  0.258  1.361
O  -1.633  -3.265  7.181
C  -1.069  -2.418  6.291
O  0.116  -2.257  6.275
C  -2.012  -1.705  5.393
C  -3.087  -0.921  5.744
N  -3.553  -0.376  4.604
N  -2.857  -0.767  3.526
C  -1.919  -1.565  3.993
C  -1.014  -2.261  3.011
O  -1.067  -3.475  2.965
O  -0.320  -1.445  2.285
H  -2.569  -3.370  6.973
H  -3.509  -0.684  6.709
H  -4.320  0.264  4.487
C  0.765  4.421  -1.365
O  -0.150  3.491  -1.957
C  -0.455  2.437  -1.200
O  0.048  2.214  -0.109
N  -1.354  1.654  -1.841
N  -1.910  0.567  -1.178
H  0.735  5.303  -1.998
H  1.771  4.005  -1.348
H  0.456  4.670  -0.353
H  -1.807  2.044  -2.651
H  -1.785  -0.285  -1.712
H  -2.895  0.721  -0.973
O  -4.314  -0.296  0.586
C  -4.624  -1.646  0.925
C  -5.113  -2.297  -0.346
C  -4.000  -2.306  -1.403
C  -2.870  -3.184  -0.948
C  -2.984  -4.569  -1.047
C  -1.960  -5.370  -0.575
C  -0.856  -4.764  0.000
C  -0.831  -3.384  0.077
N  -1.801  -2.594  -0.396
H  -3.873  0.165  1.307
H  -5.391  -1.682  1.701
H  -3.742  -2.173  1.298
H  -5.979  -1.747  -0.722
H  -5.430  -3.320  -0.124
H  -3.635  -1.288  -1.534
H  -4.390  -2.657  -2.360
H  -3.875  -5.002  -1.487
H  -2.031  -6.449  -0.637
H  -0.037  -5.346  0.402
H  -0.003  -2.880  0.564
C  -4.262  2.402  3.024
Si  -2.575  2.433  2.081
C  -1.568  3.615  3.199
C  -3.057  3.530  0.582
C  -2.421  4.740  0.271
C  -2.754  5.473  -0.866
C  -3.734  5.011  -1.735
C  -4.391  3.819  -1.446
C  -4.056  3.098  -0.305
H  -4.786  3.359  2.938
H  -4.075  2.230  4.092
H  -4.949  1.621  2.670
H  -2.098  4.554  3.406
H  -0.594  3.862  2.757
H  -1.365  3.127  4.160
H  -1.653  5.125  0.938
H  -2.251  6.413  -1.072
H  -3.994  5.579  -2.621
H  -5.172  3.458  -2.108
H  -4.601  2.179  -0.087
C  5.346  -2.391  -2.731
C  4.352  -1.700  -1.780
C  3.953  -2.693  -0.672
C  5.071  -0.533  -1.085
Si  2.830  -1.074  -2.751
Br  1.315  -0.519  -1.128
C  1.975  -2.402  -3.823
C  2.020  -3.784  -3.154
C  2.689  -2.512  -5.184
C  0.488  -2.070  -4.056
C  3.107  0.590  -3.666
C  3.265  1.770  -2.688
C  4.373  0.512  -4.538
C  1.906  0.940  -4.559
H  6.239  -2.686  -2.167
H  5.673  -1.736  -3.544
H  4.929  -3.297  -3.177
H  4.862  -3.010  -0.147
H  3.467  -3.589  -1.055
H  3.289  -2.237  0.064
H  5.886  -0.936  -0.472
H  4.398  0.018  -0.421
H  5.514  0.167  -1.795
H  3.037  -4.167  -3.054
H  1.464  -4.493  -3.779
H  1.551  -3.776  -2.170
H  3.757  -2.723  -5.076
H  2.585  -1.609  -5.787
H  2.246  -3.338  -5.753
H  -0.084  -2.156  -3.132
H  0.075  -2.792  -4.771
H  0.326  -1.072  -4.463
H  4.138  1.675  -2.042
H  2.386  1.883  -2.051
H  3.380  2.692  -3.271
H  5.275  0.379  -3.936
H  4.488  1.451  -5.093
H  4.332  -0.300  -5.269
H  0.987  1.037  -3.971
H  1.736  0.213  -5.353
H  2.095  1.908  -5.038
F  4.749  1.720  6.036
C  4.185  2.707  5.321
F  5.148  3.278  4.584
F  3.742  3.626  6.195
C  3.058  2.184  4.472
C  3.099  2.269  3.093
C  2.018  1.774  2.380
N  0.957  1.220  2.973
C  0.937  1.138  4.305
C  1.963  1.611  5.097
H  3.946  2.709  2.587
H  1.989  1.838  1.297
H  0.069  0.660  4.748
H  1.915  1.533  6.175

Atoms 1-3, force components in eV/Å:
0.401 1.090 -1.437
-0.069 0.020 0.062
0.017 -0.001 -0.072

The max |F| comes out at 2.2 eV Å⁻¹. The total energy is -6585.176447 a.u. For the LUMO energy, the calculation gives 0.36 eV. The calculation puts the relative energy (zero: lowest compared OMol25 entry of this formula, charge and spin) at 0.0 kJ/mol. The HOMO-LUMO gap is 0.253 hartree. The multiplicity is 1. The charge is 0.

Results of the Löwdin charge analysis, in e, for atoms 1 through 5: 1.0992 0.1224 -0.4763 0.1404 -0.0860